[1]
ORCA calculation (ωB97M-V/def2-TZVPD) on the molecule C2H2ClF at a distorted geometry.

Structure (XYZ):
```
6
Properties=species:S:1:pos:R:3
C -0.45889 0.59095 -0.01546
C 0.28236 -0.47918 -0.04070
F -0.31465 -1.68209 -0.00847
Cl 2.01399 -0.47987 -0.00340
H -1.55132 0.49386 0.10992
H 0.02852 1.55633 -0.04189
```

Properties
* molecular weight: 80.5 u
* LUMO energy: 0.0333 Eh
* maximum force: 1.3 eV/Å
* E_HOMO: -10.009 eV
* frontier orbital gap: 0.4012 Ha
* relative energy (zero: lowest compared OMol25 entry of this formula, charge and spin): 8.0 kJ/mol

The net atomic charges from Mulliken, expressed in e, are: -0.6095, 0.4767, -0.2131, -0.1475, 0.2468, 0.2467

***

[2]
ORCA calculation (ωB97M-V/def2-TZVPD) on a structure of composition C2H2ClF3S at a distorted geometry.

Structure (XYZ):
```
9
Properties=species:S:1:pos:R:3
C 1.11551 -0.33734 0.41809
C -0.11864 0.25723 -0.23805
F 1.15357 -0.26278 1.85339
F -0.60013 1.37829 0.28396
F 0.16937 0.42873 -1.53999
S -1.96315 -1.02043 -0.55085
Cl -3.18826 0.56181 -0.47496
H 1.45320 -1.32119 0.22958
H 1.97853 0.31569 0.01883
```

Properties
* molecular weight: 150.6 u
* LUMO energy: -0.0112 Eh
* maximum force: 3.6 eV/Å
* E_HOMO: -9.240 eV
* frontier orbital gap: 0.3284 Ha
* relative energy (zero: lowest compared OMol25 entry of this formula, charge and spin): 133.3 kJ/mol

The net atomic charges from Mulliken, expressed in e, are: -0.2328, 0.5147, -0.2761, -0.1773, -0.1907, -0.0425, -0.1183, 0.3056, 0.2174

***

[3]
ORCA calculation (ωB97M-V/def2-TZVPD) on the molecule C2H2ClF3Si at a distorted geometry.

Structure (XYZ):
```
9
Properties=species:S:1:pos:R:3
F 2.98607 1.99487 -0.50995
Si 1.90887 1.12567 0.30419
F 1.32634 2.18696 1.31998
F 2.90547 0.19119 1.07961
C 0.59108 0.25978 -0.55905
C -0.82236 -0.21252 0.35162
Cl -1.98170 -1.12816 -0.34907
H 0.75150 -0.38511 -1.36593
H -1.09905 0.08228 1.29297
```

Properties
* molecular weight: 146.6 u
* LUMO energy (spin up / spin down): -0.0373 / -0.0492 Eh
* maximum force: 9.3 eV/Å
* E_HOMO (spin up / spin down): -9.880 / -9.442 eV
* frontier orbital gap (spin up / spin down): 0.3258 / 0.2978 Ha
* relative energy (zero: lowest compared OMol25 entry of this formula, charge and spin): 280.9 kJ/mol

The net atomic charges from Mulliken, expressed in e, are: -0.2733, 0.7145, -0.2484, -0.2371, -0.4664, -0.1955, -0.0853, 0.4047, 0.3867

***

[4]
ORCA calculation (ωB97M-V/def2-TZVPD) on a cluster of 2 separate species, C2H2ClFNO2 in total at a distorted geometry.

Structure (XYZ):
```
9
Properties=species:S:1:pos:R:3
C -0.71770 -1.27172 -0.46791
C 0.61234 1.04366 0.84650
N -0.01709 -0.17521 -1.01626
O -1.06332 -2.02093 -1.39114
O -0.59454 -1.50013 0.74266
F -0.84467 0.68779 -1.78207
Cl 2.32797 0.86481 1.02061
H 0.23554 2.09343 0.76630
H 0.06147 0.27831 1.28130
```

Properties
* molecular weight: 126.5 u
* total charge: -1
* LUMO energy (spin up / spin down): 0.1309 / 0.1313 Eh
* maximum force: 3.7 eV/Å
* E_HOMO (spin up / spin down): -4.530 / -4.200 eV
* frontier orbital gap (spin up / spin down): 0.2974 / 0.2857 Ha
* relative energy (zero: lowest compared OMol25 entry of this formula, charge and spin): 499.2 kJ/mol

The net atomic charges from Mulliken, expressed in e, are: 0.7237, -0.3161, -0.1460, -0.6832, -0.7230, -0.2250, -0.1974, 0.2897, 0.2773

***

Please write out number 4 again, unchanged.
ORCA calculation (ωB97M-V/def2-TZVPD) on a cluster of 2 separate species, C2H2ClFNO2 in total at a distorted geometry.

Structure (XYZ):
```
9
Properties=species:S:1:pos:R:3
C -0.71770 -1.27172 -0.46791
C 0.61234 1.04366 0.84650
N -0.01709 -0.17521 -1.01626
O -1.06332 -2.02093 -1.39114
O -0.59454 -1.50013 0.74266
F -0.84467 0.68779 -1.78207
Cl 2.32797 0.86481 1.02061
H 0.23554 2.09343 0.76630
H 0.06147 0.27831 1.28130
```

Properties
* molecular weight: 126.5 u
* total charge: -1
* LUMO energy (spin up / spin down): 0.1309 / 0.1313 Eh
* maximum force: 3.7 eV/Å
* E_HOMO (spin up / spin down): -4.530 / -4.200 eV
* frontier orbital gap (spin up / spin down): 0.2974 / 0.2857 Ha
* relative energy (zero: lowest compared OMol25 entry of this formula, charge and spin): 499.2 kJ/mol

The net atomic charges from Mulliken, expressed in e, are: 0.7237, -0.3161, -0.1460, -0.6832, -0.7230, -0.2250, -0.1974, 0.2897, 0.2773

***

- Among the records above, which one has the highest relative energy (zero: lowest compared OMol25 entry of this formula, charge and spin)?
  C2H2ClFNO2

***

- Look up the relative energy (zero: lowest compared OMol25 entry of this formula, charge and spin) of the first one.
  8.0 kJ/mol

***

- Among the records above, which one has the highest relative energy (zero: lowest compared OMol25 entry of this formula, charge and spin)?
  C2H2ClFNO2